(1)
Molecular formula: C4H12
Method: DFT, ωB97M-V/def2-TZVPD

Computed properties:
relative energy (zero: lowest compared OMol25 entry of this formula, charge and spin)	89.8	kJ/mol
largest force on an atom	2.6	eV Å⁻¹
charge	0
SMILES	CC.CC
HOMO-LUMO gap	12.128	eV

```
16
C4H12, DFT ωB97M-V/def2-TZVPD
C -0.994 1.403 -1.167
C -2.337 1.354 -0.428
H -0.154 1.534 -0.456
H -0.932 0.600 -1.882
H -0.811 2.407 -1.586
H -2.772 0.359 -0.405
H -2.169 1.623 0.613
H -3.119 1.889 -0.977
C 1.833 -0.818 1.195
C 1.561 -1.972 0.248
H 1.886 -1.081 2.274
H 2.608 -0.117 0.888
H 0.992 -0.134 1.420
H 0.596 -2.471 0.420
H 2.185 -2.790 0.651
H 1.627 -1.787 -0.809
```

From a natural (NBO) analysis of the wavefunction, the atomic charges in e read: atom 1 (C): -0.625, atom 2 (C): -0.617, atom 3 (H): 0.210, atom 4 (H): 0.211, atom 5 (H): 0.205, atom 6 (H): 0.202, atom 7 (H): 0.208, atom 8 (H): 0.206, atom 9 (C): -0.629, atom 10 (C): -0.625, atom 11 (H): 0.211, atom 12 (H): 0.211, atom 13 (H): 0.202, atom 14 (H): 0.206, atom 15 (H): 0.210, atom 16 (H): 0.215

(2)
Molecular formula: C4H12
Method: DFT, ωB97M-V/def2-TZVPD

Computed properties:
relative energy (zero: lowest compared OMol25 entry of this formula, charge and spin)	26.0	kJ/mol
largest force on an atom	1.7	eV Å⁻¹
charge	0
SMILES	CC.CC
HOMO-LUMO gap	12.674	eV

```
16
C4H12, DFT ωB97M-V/def2-TZVPD
C -2.651 -0.978 0.262
C -1.628 -0.831 -0.902
H -2.404 -0.279 1.063
H -3.632 -0.756 -0.123
H -2.626 -1.958 0.735
H -1.837 0.112 -1.407
H -0.669 -0.690 -0.430
H -1.672 -1.715 -1.528
C 1.520 0.744 -0.121
C 2.730 1.028 0.763
H 0.561 0.889 0.380
H 1.419 1.386 -1.001
H 1.658 -0.259 -0.526
H 3.598 0.829 0.125
H 2.807 0.406 1.650
H 2.827 2.073 1.061
```

From a natural (NBO) analysis of the wavefunction, the atomic charges in e read: atom 1 (C): -0.601, atom 2 (C): -0.609, atom 3 (H): 0.197, atom 4 (H): 0.199, atom 5 (H): 0.200, atom 6 (H): 0.201, atom 7 (H): 0.206, atom 8 (H): 0.205, atom 9 (C): -0.610, atom 10 (C): -0.607, atom 11 (H): 0.200, atom 12 (H): 0.206, atom 13 (H): 0.204, atom 14 (H): 0.201, atom 15 (H): 0.206, atom 16 (H): 0.202

(3)
Molecular formula: C4H12
Method: DFT, ωB97M-V/def2-TZVPD

Computed properties:
relative energy (zero: lowest compared OMol25 entry of this formula, charge and spin)	37.4	kJ/mol
largest force on an atom	1.0	eV Å⁻¹
charge	0
SMILES	CC.CC
HOMO-LUMO gap	12.527	eV

```
16
C4H12, DFT ωB97M-V/def2-TZVPD
C 1.636 0.011 -2.332
C 0.909 0.240 -1.009
H 2.369 -0.799 -2.251
H 0.979 -0.201 -3.166
H 2.172 0.920 -2.587
H 1.478 -0.151 -0.165
H -0.043 -0.264 -0.800
H 0.734 1.302 -0.832
C -0.611 -0.247 2.023
C -1.915 -0.053 1.221
H 0.052 -1.001 1.593
H -0.033 0.669 2.158
H -0.930 -0.531 3.027
H -2.493 0.687 1.795
H -2.379 -1.025 1.076
H -1.923 0.443 0.248
```

From a natural (NBO) analysis of the wavefunction, the atomic charges in e read: atom 1 (C): -0.613, atom 2 (C): -0.621, atom 3 (H): 0.205, atom 4 (H): 0.206, atom 5 (H): 0.205, atom 6 (H): 0.204, atom 7 (H): 0.210, atom 8 (H): 0.204, atom 9 (C): -0.608, atom 10 (C): -0.618, atom 11 (H): 0.201, atom 12 (H): 0.204, atom 13 (H): 0.206, atom 14 (H): 0.204, atom 15 (H): 0.206, atom 16 (H): 0.205

(4)
Molecular formula: C4H12
Method: DFT, ωB97M-V/def2-TZVPD

Computed properties:
relative energy (zero: lowest compared OMol25 entry of this formula, charge and spin)	48.0	kJ/mol
largest force on an atom	2.3	eV Å⁻¹
charge	0
SMILES	CC.CC
HOMO-LUMO gap	12.363	eV

```
16
C4H12, DFT ωB97M-V/def2-TZVPD
C -2.348 0.912 -0.191
C -1.173 0.849 -1.173
H -2.058 0.646 0.824
H -2.771 1.904 -0.026
H -3.136 0.251 -0.549
H -1.531 1.192 -2.145
H -0.299 1.377 -0.819
H -0.920 -0.204 -1.255
C 1.273 -1.366 0.529
C 2.285 -0.321 0.918
H 0.683 -1.907 1.246
H 0.454 -1.015 -0.107
H 1.652 -2.180 -0.102
H 2.458 0.441 0.145
H 2.168 0.208 1.857
H 3.262 -0.787 0.847
```

From a natural (NBO) analysis of the wavefunction, the atomic charges in e read: atom 1 (C): -0.605, atom 2 (C): -0.602, atom 3 (H): 0.201, atom 4 (H): 0.200, atom 5 (H): 0.201, atom 6 (H): 0.204, atom 7 (H): 0.205, atom 8 (H): 0.198, atom 9 (C): -0.630, atom 10 (C): -0.626, atom 11 (H): 0.213, atom 12 (H): 0.204, atom 13 (H): 0.206, atom 14 (H): 0.208, atom 15 (H): 0.213, atom 16 (H): 0.210

(5)
Molecular formula: C4H12
Method: DFT, ωB97M-V/def2-TZVPD

Computed properties:
relative energy (zero: lowest compared OMol25 entry of this formula, charge and spin)	37.4	kJ/mol
largest force on an atom	2.1	eV Å⁻¹
charge	0
SMILES	CC.CC
HOMO-LUMO gap	12.539	eV

```
16
C4H12, DFT ωB97M-V/def2-TZVPD
C 2.360 0.072 1.233
C 1.124 1.013 1.030
H 2.271 -0.889 0.738
H 3.195 0.615 0.783
H 2.525 -0.031 2.303
H 0.794 0.937 0.016
H 0.390 0.646 1.729
H 1.437 2.029 1.250
C -1.647 0.219 -1.229
C -1.873 -1.301 -1.055
H -2.392 0.772 -0.655
H -0.740 0.501 -0.703
H -1.613 0.398 -2.295
H -1.751 -1.646 -0.030
H -2.891 -1.510 -1.390
H -1.188 -1.825 -1.722
```

From a natural (NBO) analysis of the wavefunction, the atomic charges in e read: atom 1 (C): -0.601, atom 2 (C): -0.597, atom 3 (H): 0.203, atom 4 (H): 0.198, atom 5 (H): 0.200, atom 6 (H): 0.197, atom 7 (H): 0.200, atom 8 (H): 0.203, atom 9 (C): -0.606, atom 10 (C): -0.601, atom 11 (H): 0.202, atom 12 (H): 0.200, atom 13 (H): 0.205, atom 14 (H): 0.201, atom 15 (H): 0.199, atom 16 (H): 0.198

(6)
Molecular formula: C4H12
Method: DFT, ωB97M-V/def2-TZVPD

Computed properties:
relative energy (zero: lowest compared OMol25 entry of this formula, charge and spin)	192.0	kJ/mol
largest force on an atom	5.8	eV Å⁻¹
charge	0
SMILES	CC.CC
HOMO-LUMO gap	11.581	eV

```
16
C4H12, DFT ωB97M-V/def2-TZVPD
C 0.197 1.145 1.404
C -1.159 1.806 0.988
H 1.099 1.312 0.788
H 0.670 1.628 2.343
H 0.182 0.021 1.433
H -1.989 1.263 1.471
H -1.089 1.904 -0.169
H -1.092 2.849 1.221
C -0.049 -1.494 -1.725
C 0.908 -1.515 -0.658
H 0.397 -1.205 -2.821
H -0.641 -2.513 -1.935
H -0.933 -0.893 -1.345
H 1.997 -1.867 -0.919
H 0.859 -0.347 -0.263
H 0.642 -2.094 0.187
```

From a natural (NBO) analysis of the wavefunction, the atomic charges in e read: atom 1 (C): -0.633, atom 2 (C): -0.629, atom 3 (H): 0.208, atom 4 (H): 0.207, atom 5 (H): 0.211, atom 6 (H): 0.221, atom 7 (H): 0.211, atom 8 (H): 0.211, atom 9 (C): -0.621, atom 10 (C): -0.625, atom 11 (H): 0.215, atom 12 (H): 0.195, atom 13 (H): 0.209, atom 14 (H): 0.206, atom 15 (H): 0.211, atom 16 (H): 0.206

(7)
Molecular formula: C4H12
Method: DFT, ωB97M-V/def2-TZVPD

Computed properties:
relative energy (zero: lowest compared OMol25 entry of this formula, charge and spin)	38.0	kJ/mol
largest force on an atom	1.6	eV Å⁻¹
charge	0
SMILES	CC.CC
HOMO-LUMO gap	12.788	eV

```
16
C4H12, DFT ωB97M-V/def2-TZVPD
C -2.083 -0.832 1.385
C -1.199 -1.420 0.292
H -1.617 -0.100 2.038
H -3.031 -0.428 1.013
H -2.465 -1.631 2.034
H -0.948 -0.709 -0.485
H -1.613 -2.379 -0.033
H -0.294 -1.839 0.753
C 1.109 1.343 -1.377
C 2.197 0.934 -0.347
H 0.146 1.417 -0.883
H 1.401 2.310 -1.774
H 1.016 0.599 -2.165
H 3.001 1.658 -0.365
H 1.794 0.925 0.671
H 2.491 -0.112 -0.447
```

From a natural (NBO) analysis of the wavefunction, the atomic charges in e read: atom 1 (C): -0.610, atom 2 (C): -0.616, atom 3 (H): 0.204, atom 4 (H): 0.202, atom 5 (H): 0.202, atom 6 (H): 0.208, atom 7 (H): 0.209, atom 8 (H): 0.203, atom 9 (C): -0.613, atom 10 (C): -0.616, atom 11 (H): 0.203, atom 12 (H): 0.206, atom 13 (H): 0.205, atom 14 (H): 0.206, atom 15 (H): 0.202, atom 16 (H): 0.207

(8)
Molecular formula: C4H12
Method: DFT, ωB97M-V/def2-TZVPD

Computed properties:
relative energy (zero: lowest compared OMol25 entry of this formula, charge and spin)	80.0	kJ/mol
largest force on an atom	3.8	eV Å⁻¹
charge	0
SMILES	CC.CC
HOMO-LUMO gap	12.581	eV

```
16
C4H12, DFT ωB97M-V/def2-TZVPD
C 0.990 1.053 1.206
C -0.055 1.367 2.293
H 2.010 1.168 1.522
H 0.825 0.015 0.944
H 0.851 1.650 0.306
H -1.052 1.066 2.118
H -0.074 2.398 2.578
H 0.280 0.947 3.348
C 0.286 -1.386 -1.698
C -1.220 -1.055 -1.977
H 0.643 -0.527 -1.141
H 0.402 -2.325 -1.174
H 1.083 -1.430 -2.461
H -1.946 -1.833 -1.756
H -1.510 -0.705 -2.962
H -1.513 -0.402 -1.147
```

From a natural (NBO) analysis of the wavefunction, the atomic charges in e read: atom 1 (C): -0.612, atom 2 (C): -0.604, atom 3 (H): 0.208, atom 4 (H): 0.204, atom 5 (H): 0.202, atom 6 (H): 0.205, atom 7 (H): 0.201, atom 8 (H): 0.195, atom 9 (C): -0.630, atom 10 (C): -0.625, atom 11 (H): 0.208, atom 12 (H): 0.209, atom 13 (H): 0.212, atom 14 (H): 0.207, atom 15 (H): 0.213, atom 16 (H): 0.205

(9)
Molecular formula: C4H12
Method: DFT, ωB97M-V/def2-TZVPD

Computed properties:
relative energy (zero: lowest compared OMol25 entry of this formula, charge and spin)	64.8	kJ/mol
largest force on an atom	2.2	eV Å⁻¹
charge	0
SMILES	CC.CC
HOMO-LUMO gap	12.551	eV

```
16
C4H12, DFT ωB97M-V/def2-TZVPD
C 0.730 -1.062 -0.886
C 0.976 -2.114 -2.007
H 0.583 -1.614 0.042
H 1.510 -0.319 -0.984
H -0.233 -0.573 -0.933
H 0.806 -3.105 -1.597
H 0.331 -1.977 -2.874
H 2.011 -1.965 -2.307
C -0.316 1.306 0.924
C -1.382 1.826 1.898
H 0.414 0.700 1.428
H -0.818 0.860 0.087
H 0.374 2.135 0.728
H -2.211 1.124 2.009
H -1.781 2.782 1.572
H -0.991 1.998 2.903
```

From a natural (NBO) analysis of the wavefunction, the atomic charges in e read: atom 1 (C): -0.614, atom 2 (C): -0.611, atom 3 (H): 0.210, atom 4 (H): 0.209, atom 5 (H): 0.199, atom 6 (H): 0.202, atom 7 (H): 0.203, atom 8 (H): 0.203, atom 9 (C): -0.613, atom 10 (C): -0.605, atom 11 (H): 0.208, atom 12 (H): 0.207, atom 13 (H): 0.205, atom 14 (H): 0.198, atom 15 (H): 0.200, atom 16 (H): 0.200

(10)
Molecular formula: C4H12
Method: DFT, ωB97M-V/def2-TZVPD

Computed properties:
relative energy (zero: lowest compared OMol25 entry of this formula, charge and spin)	33.2	kJ/mol
largest force on an atom	0.9	eV Å⁻¹
charge	0
SMILES	CC.CC
HOMO-LUMO gap	12.664	eV

```
16
C4H12, DFT ωB97M-V/def2-TZVPD
C -1.066 -0.989 -1.287
C -1.984 -2.070 -0.700
H -0.580 -1.149 -2.247
H -1.681 -0.088 -1.323
H -0.245 -0.773 -0.612
H -1.472 -2.654 0.054
H -2.856 -1.659 -0.204
H -2.297 -2.802 -1.425
C 1.913 1.166 0.452
C 1.129 1.873 1.555
H 2.028 1.807 -0.419
H 2.882 0.825 0.801
H 1.342 0.329 0.060
H 1.752 2.235 2.374
H 0.413 1.257 2.082
H 0.551 2.702 1.150
```

From a natural (NBO) analysis of the wavefunction, the atomic charges in e read: atom 1 (C): -0.615, atom 2 (C): -0.612, atom 3 (H): 0.210, atom 4 (H): 0.205, atom 5 (H): 0.199, atom 6 (H): 0.202, atom 7 (H): 0.205, atom 8 (H): 0.206, atom 9 (C): -0.611, atom 10 (C): -0.614, atom 11 (H): 0.205, atom 12 (H): 0.206, atom 13 (H): 0.202, atom 14 (H): 0.205, atom 15 (H): 0.203, atom 16 (H): 0.204